No. 1
# O2

A gas-phase ion, O2 (charge +1) at a distorted geometry (the ωB97M-V functional and the def2-TZVPD basis, OMol25).

Kohn-Sham gap (spin up / spin down) (eV): 9.1 / 11.8
E (eV): -4076.88703
E_HOMO (spin up / spin down) (eV): -24.26 / -26.44
LUMO level (spin up / spin down) (eV): -15.196 / -14.612
⟨S²⟩: 0.75
Relative energy (zero: lowest compared OMol25 entry of this formula, charge and spin) (kJ/mol): 194.2

```
! RIJCOSX wB97M-V def2-TZVPD def2/J DEFGRID3
* xyz 1 2
O -0.55 0.37 0.06
O 0.55 -0.37 -0.06
*
```

=====

No. 2
# C56H44N6O9S2W

A molecular structure, C56H44N6O9S2W at a distorted geometry (the ωB97M-V functional and the def2-TZVPD basis, OMol25).

Kohn-Sham gap (spin up / spin down) (eV): 6.3 / 3.5
E (eV): -109634.61407
E_HOMO (spin up / spin down) (eV): -11.90 / -11.90
LUMO level (spin up / spin down) (eV): -5.556 / -8.417
⟨S²⟩: 2.04
Relative energy (zero: lowest compared OMol25 entry of this formula, charge and spin) (kJ/mol): 0.0

```
! RIJCOSX wB97M-V def2-TZVPD def2/J DEFGRID3
* xyz 2 3
W 20.83 12.72 17.81
O 19.82 13.90 19.53
C 20.45 15.15 19.96
C 21.54 15.43 18.90
O 22.10 16.49 18.83
O 21.75 14.40 18.08
C 21.15 15.08 21.34
C 22.51 14.88 21.44
C 23.16 14.83 22.66
C 22.42 15.00 23.83
C 21.03 15.20 23.75
C 20.41 15.25 22.54
C 19.35 16.23 20.03
C 19.57 17.61 19.93
C 18.53 18.51 20.03
C 17.23 18.05 20.28
C 17.00 16.68 20.46
C 18.04 15.78 20.30
H 19.74 13.36 20.36
H 23.13 14.77 20.57
H 24.22 14.67 22.71
H 22.91 15.00 24.80
H 20.46 15.36 24.68
H 19.34 15.45 22.51
H 20.58 17.96 19.73
H 18.68 19.57 19.87
H 16.42 18.77 20.43
H 15.98 16.34 20.72
H 17.83 14.72 20.39
C 9.58 12.88 9.36
O 9.88 13.61 10.58
C 10.93 13.27 11.30
C 11.86 12.23 11.00
C 12.99 12.07 11.74
C 13.26 12.93 12.84
C 12.29 13.90 13.17
C 11.15 14.06 12.44
C 14.47 12.86 13.62
N 15.38 11.89 13.52
C 16.29 12.16 14.48
C 15.95 13.37 15.16
N 14.83 13.81 14.58
C 16.84 13.98 16.03
C 16.71 15.32 16.49
C 17.78 15.98 17.02
C 18.93 15.21 17.22
N 19.00 13.90 16.99
C 18.03 13.30 16.34
C 18.30 11.96 15.80
N 19.37 11.30 16.25
C 19.71 10.16 15.66
C 19.05 9.66 14.53
C 17.97 10.35 14.04
C 17.52 11.49 14.74
H 8.66 13.30 9.03
H 9.43 11.82 9.58
H 10.36 13.01 8.61
H 11.65 11.55 10.19
H 13.72 11.30 11.56
H 12.46 14.57 13.99
H 10.46 14.85 12.69
H 14.35 14.65 14.85
H 15.78 15.89 16.26
H 17.73 17.03 17.29
H 19.81 15.71 17.59
H 20.55 9.59 16.03
H 19.39 8.71 14.09
H 17.45 9.92 13.17
O 20.26 12.22 21.37
S 21.21 11.36 20.36
O 21.98 12.52 19.74
N 20.16 11.04 19.10
C 20.80 9.77 18.63
C 20.42 8.52 19.02
C 21.03 7.41 18.42
C 22.11 7.61 17.55
C 22.51 8.86 17.16
C 23.47 9.06 16.07
C 23.66 10.29 15.63
C 22.91 11.48 16.19
N 22.08 11.27 17.37
C 21.86 9.96 17.74
C 19.52 11.55 22.37
C 18.32 10.95 21.99
C 17.65 10.24 22.99
C 18.12 10.24 24.29
C 19.26 10.94 24.63
C 19.99 11.61 23.68
H 19.63 8.42 19.76
H 20.67 6.41 18.65
H 22.57 6.72 17.08
H 24.03 8.20 15.69
H 24.39 10.51 14.88
H 23.57 12.32 16.34
H 18.02 10.93 20.95
H 16.74 9.73 22.74
H 17.59 9.71 25.08
H 19.58 10.91 25.68
H 20.89 12.16 23.88
O 21.36 13.03 15.89
O 21.96 11.94 15.20
C 24.57 16.84 15.47
S 23.49 15.46 15.47
O 23.72 14.72 14.21
C 21.92 16.34 15.18
C 21.11 15.89 14.15
C 19.88 16.53 13.96
C 19.49 17.59 14.78
C 20.31 17.99 15.82
C 21.53 17.36 16.02
H 24.37 17.49 14.64
H 25.60 16.52 15.43
H 24.40 17.42 16.37
H 21.47 15.05 13.54
H 19.26 16.23 13.12
H 18.56 18.14 14.54
H 20.02 18.81 16.44
H 22.19 17.71 16.81
*
```

=====

No. 3
# C5H14

2 unconnected molecules or ions with the total composition C5H14 at a distorted geometry (the ωB97M-V functional and the def2-TZVPD basis, OMol25).

Kohn-Sham gap (eV): 11.8
E (eV): -5409.32030
E_HOMO (eV): -10.76
LUMO level (eV): 1.069
SMILES string: CCC.CC
Relative energy (zero: lowest compared OMol25 entry of this formula, charge and spin) (kJ/mol): 263.3

```
! RIJCOSX wB97M-V def2-TZVPD def2/J DEFGRID3
* xyz 0 1
C -0.32 -0.33 -2.25
C 1.02 -0.77 -2.71
H -0.41 0.60 -1.77
H -1.03 -0.32 -3.15
H -0.74 -0.99 -1.51
H 1.66 -1.32 -1.98
H 1.16 -1.60 -3.43
H 1.45 0.21 -3.07
C 0.15 -0.17 1.92
C 0.35 1.34 2.49
C -1.16 -0.16 1.03
H 0.95 -0.34 1.17
H -0.01 -0.80 2.64
H 1.06 1.65 1.77
H -1.80 0.40 1.79
H -1.11 0.47 0.14
H -1.79 -1.08 1.00
H -0.31 2.07 2.38
H 0.89 1.14 3.55
*
```

=====

No. 4
# C4H6O4

A molecular structure, C4H6O4 at a distorted geometry (the ωB97M-V functional and the def2-TZVPD basis, OMol25).

Kohn-Sham gap (eV): 8.5
E (eV): -12433.70970
E_HOMO (eV): -7.99
LUMO level (eV): 0.538
Relative energy (zero: lowest compared OMol25 entry of this formula, charge and spin) (kJ/mol): 237.6

```
! RIJCOSX wB97M-V def2-TZVPD def2/J DEFGRID3
* xyz 0 1
C 1.39 -0.92 0.60
C 0.00 0.77 -0.96
C -1.13 -0.14 0.52
C 0.17 -0.23 0.11
O -0.15 0.44 -2.25
O 0.55 1.99 -0.90
O -1.72 -0.69 1.58
O -1.73 0.76 -0.22
H 0.59 2.24 0.04
H -0.46 -0.48 -2.29
H -2.65 -0.39 1.58
H 2.19 -0.23 0.89
H 1.14 -1.52 1.48
H 1.81 -1.60 -0.15
*
```

=====

No. 5
# C11H40ClN14O13

10 unconnected molecules or ions with the total composition C11H40ClN14O13 at a distorted geometry (the ωB97M-V functional and the def2-TZVPD basis, OMol25).

Kohn-Sham gap (eV): 8.9
E (eV): -72059.65629
E_HOMO (eV): -6.93
LUMO level (eV): 1.932

```
! RIJCOSX wB97M-V def2-TZVPD def2/J DEFGRID3
* xyz -1 1
Cl -0.15 -0.68 0.41
O -1.43 -0.16 0.82
O 0.70 0.28 -0.25
O 0.56 -1.21 1.57
O -0.36 -1.75 -0.55
C -2.81 3.11 0.75
C -2.11 3.66 -0.46
O -1.29 4.80 -0.10
H -2.15 3.09 1.62
H -3.14 2.08 0.64
H -3.53 3.83 1.14
H -2.78 3.97 -1.27
H -1.41 3.01 -0.99
H -1.88 5.56 -0.04
C 2.50 2.96 0.15
C 2.67 3.77 1.44
O 3.91 3.52 2.10
H 2.73 3.60 -0.70
H 1.45 2.67 0.10
H 3.07 2.04 0.10
H 1.82 3.57 2.10
H 2.54 4.82 1.15
H 3.67 3.41 3.03
C 4.72 0.30 3.21
O 4.74 -0.42 4.20
N 3.61 0.48 2.43
N 5.86 0.86 2.70
H 2.92 -0.24 2.57
H 3.55 1.19 1.73
H 6.70 0.58 3.18
H 5.90 1.34 1.82
C -4.51 0.35 -1.75
O -5.02 0.00 -0.68
N -5.25 0.60 -2.86
N -3.17 0.59 -1.86
H -4.83 0.70 -3.76
H -6.25 0.56 -2.77
H -2.65 0.77 -1.02
H -2.75 0.61 -2.76
C -0.24 -3.78 -4.31
O -0.68 -4.24 -5.35
N 1.08 -3.90 -3.96
N -0.97 -3.01 -3.42
H 1.64 -4.37 -4.64
H 1.48 -3.50 -3.13
H -1.93 -2.91 -3.68
H -0.54 -2.73 -2.56
C -4.53 -3.35 1.11
O -4.36 -4.56 1.35
N -5.65 -2.73 1.58
N -3.72 -2.64 0.31
H -5.80 -1.74 1.51
H -6.38 -3.32 1.92
H -2.81 -3.00 0.08
H -3.93 -1.68 0.10
C 2.95 -3.84 -0.39
O 3.74 -4.68 -0.80
N 2.71 -2.65 -1.03
N 2.21 -3.97 0.76
H 1.94 -2.05 -0.79
H 3.32 -2.36 -1.81
H 1.80 -3.14 1.15
H 2.20 -4.78 1.34
C 2.67 -0.75 -3.94
O 3.39 -1.60 -3.44
N 2.20 0.25 -3.11
N 2.40 -0.58 -5.26
H 1.67 1.03 -3.44
H 2.50 0.06 -2.17
H 2.89 -1.16 -5.91
H 1.67 0.05 -5.52
C -1.64 1.78 4.91
O -2.84 1.80 4.64
N -0.72 1.31 4.01
N -1.09 2.16 6.11
H 0.19 1.06 4.34
H -1.08 0.85 3.19
H -0.13 2.00 6.32
H -1.78 2.44 6.79
*
```

=====

No. 6
# C3H10N2O

2 unconnected molecules or ions with the total composition C3H10N2O at a distorted geometry (the ωB97M-V functional and the def2-TZVPD basis, OMol25).

Kohn-Sham gap (eV): 9.3
E (eV): -8299.18261
E_HOMO (eV): -8.38
LUMO level (eV): 0.891
SMILES string: CC/N=C/N.O
Relative energy (zero: lowest compared OMol25 entry of this formula, charge and spin) (kJ/mol): 224.0

```
! RIJCOSX wB97M-V def2-TZVPD def2/J DEFGRID3
* xyz 0 1
C 0.52 2.16 0.03
C 0.74 1.18 -1.12
N -1.64 -0.83 0.47
C -0.98 -0.15 -0.50
N 0.23 -0.21 -0.87
H -0.01 1.61 0.82
H -0.18 2.96 -0.23
H 1.39 2.56 0.52
H 1.82 0.97 -1.18
H 0.57 1.46 -2.16
H -2.56 -0.56 0.75
H -1.26 -1.74 0.73
H -1.68 0.49 -1.07
H 0.45 -2.83 1.43
H 1.71 -3.50 1.43
O 0.86 -3.57 0.96
*
```

=====

Q: Among the records above, which one has the lowest E?
A: C56H44N6O9S2W

=====

Q: Among the records above, which one has the lowest E?
A: C56H44N6O9S2W

=====

Q: Look up the E of the second one.
A: -109634.61407 eV

=====

Q: E of number 5 (C11H40ClN14O13)?
A: -72059.65629 eV